one:
DFT (wB97M-V/def2-TZVPD) results for one molecule with the formula C7H6N2O.

Atoms and positions in Å:
C: 0.31 1.28 1.75
C: 0.24 -0.64 2.74
C: 0.31 0.36 0.70
C: 0.23 0.62 -0.70
C: -0.49 0.01 -1.64
C: 0.28 -2.02 0.76
C: -0.70 0.25 -3.03
N: 0.43 0.58 2.94
N: 0.18 -0.87 1.34
O: 0.17 -3.19 1.05
H: 0.34 2.36 1.54
H: 0.34 -1.42 3.48
H: 0.78 1.48 -1.02
H: 0.14 0.74 -3.45
H: -1.37 1.04 -3.08
H: -1.19 -0.58 -3.39

Properties
- Kohn-Sham gap (spin up / spin down) (eV) = 8.812 / 7.637
- HOMO (spin up / spin down) (eV) = -8.8 / -8.2
- net charge = 0



two:
DFT (wB97M-V/def2-TZVPD) results for C7H6N2O as an isolated structure.

Atoms and positions in Å:
C: -1.02 0.60 1.42
C: -0.68 1.28 0.31
C: -1.56 -0.51 0.62
C: -1.35 0.51 -0.92
C: 0.61 1.92 -0.03
C: -0.44 -1.67 0.04
C: 1.43 -0.16 -0.79
N: 1.58 1.24 -0.55
N: 0.17 -0.88 -0.91
O: -2.32 -0.23 -0.44
H: -0.61 0.71 2.46
H: 0.98 2.84 0.25
H: 0.12 -2.19 0.82
H: -1.03 -2.39 -0.56
H: 1.96 -0.36 -1.67
H: 2.16 -0.71 -0.04

Properties
- Kohn-Sham gap (spin up / spin down) (eV) = 7.610 / 7.610
- HOMO (spin up / spin down) (eV) = -8.4 / -8.4
- net charge = 0



Which one sits at the bottom of the stability order? two does.



one:
DFT (wB97M-V/def2-TZVPD) results for a 2-piece molecular cluster, C4H9NOS overall.

Atoms and positions in Å:
C: 1.90 -0.82 -0.24
C: 0.67 -0.72 0.74
C: 1.40 0.37 -0.12
C: 0.77 1.67 -0.43
N: -2.84 -1.03 -1.01
O: -2.13 1.29 0.01
S: -2.91 0.08 0.32
H: 2.73 -1.52 -0.53
H: -1.68 -0.72 0.97
H: -0.14 -1.35 0.29
H: 0.80 -0.75 1.80
H: 1.15 2.09 -1.34
H: 1.10 2.39 0.37
H: -0.32 1.67 -0.42
H: -3.73 -1.01 -1.56
H: -2.13 -0.67 -1.60

Properties
- Kohn-Sham gap (eV) = 9.682
- HOMO (eV) = -9.1
- net charge = 0



two:
DFT (wB97M-V/def2-TZVPD) results for one molecule with the formula C4H9NOS.

Atoms and positions in Å:
C: 1.45 -1.01 1.18
N: 0.82 -0.81 -0.10
S: 1.53 0.46 -1.08
C: -0.10 0.26 -0.31
C: -0.47 1.21 0.82
C: -1.30 -0.04 -1.21
O: -1.11 -0.83 -2.34
H: 0.74 -1.52 1.83
H: 2.31 -1.66 1.01
H: 1.80 -0.09 1.65
H: 0.19 2.08 0.83
H: -0.40 0.72 1.78
H: -1.49 1.57 0.69
H: -1.74 0.93 -1.51
H: -2.04 -0.57 -0.58
H: -0.20 -0.69 -2.66

Properties
- Kohn-Sham gap (eV) = 9.353
- HOMO (eV) = -8.6
- net charge = 0



Which one sits at the bottom of the stability order? one does.